{"formula": "C5H4N2S", "method": "ωB97M-V with the def2-TZVPD basis set", "species": ["C", "C", "S", "C", "C", "N", "C", "N", "H", "H", "H", "H"], "coordinates": [[0.3305, 0.8103, -1.2033], [-0.5505, 0.8406, 0.0404], [-1.5859, 2.0557, 0.3687], [-0.3963, -0.3807, 0.8904], [0.8526, -0.4768, 1.5436], [1.8185, -0.5173, 2.1905], [-0.5052, -1.6876, -0.0089], [-0.4229, -2.5432, -0.7492], [0.0407, 0.0865, -1.9280], [0.3363, 1.7909, -1.7393], [1.4104, 0.2985, -1.0642], [-1.3282, -0.2769, 1.6594]], "forces_ev_per_angstrom": [[2.2, 0.2, 0.2], [0.5, 1.1, -2.0], [0.8, -1.0, 0.0], [-4.2, -2.0, 0.0], [2.9, 0.2, 2.6], [-1.5, 0.0, -1.3], [0.0, 3.4, 2.3], [-0.1, -1.3, -1.0], [-1.2, -0.7, -0.5], [0.4, -0.8, 0.7], [-2.0, 1.8, 0.4], [2.4, -0.8, -1.5]], "e_tot_ha": -700.53834, "homo_ev": -9.886, "fmax_ev_per_a": 4.71, "total_charge": 0, "de_lowest_kcal_mol": 48.7, "lumo_ev": -1.34, "gap_ev": 8.55}